# C28H37BrCl5N2O4PdSbSi3

A molecular structure, C28H37BrCl5N2O4PdSbSi3 (the ωB97M-V functional and the def2-TZVPD basis, the Open Molecules 2025 dataset).

ΔE to the lowest compared entry with this formula, charge and spin = 106.2 kJ/mol
HOMO level (alpha / beta) = -13.89 / -13.88 eV
Lowest unoccupied orbital energy (alpha / beta) = -0.27693 / -0.35024 Eh
Spin multiplicity = 5
Total charge = +2

Structure (XYZ):
```
82
Properties=species:S:1:pos:R:3:mulliken_spin:R:1
Pd -5.193 13.019 11.708 0.78
C -3.650 7.753 14.183 0.00
C -2.943 9.057 14.624 0.00
C -2.913 9.465 15.937 -0.01
C -2.364 10.643 16.307 0.00
C -1.849 11.489 15.349 0.00
Br -1.271 13.230 16.038 0.03
N -1.724 11.127 14.096 0.02
C -2.197 9.869 13.764 0.01
H -2.913 6.948 14.143 0.00
H -4.108 7.926 13.193 0.00
H -4.439 7.525 14.959 0.00
H -3.287 8.820 16.739 0.00
H -2.210 10.859 17.366 0.00
H -1.975 9.642 12.713 0.00
Cl -2.684 14.071 10.974 0.10
C -2.823 12.387 10.464 -0.13
C -4.065 11.801 10.582 0.47
C -4.196 10.471 10.213 -0.17
Cl -5.722 9.690 10.314 0.01
C -3.059 9.669 10.060 0.02
Cl -3.083 8.001 10.461 0.01
C -1.855 10.297 9.757 0.00
Cl -0.490 9.523 9.109 0.00
C -1.739 11.701 9.955 0.00
Cl -0.271 12.586 9.656 0.01
C -3.816 17.090 12.532 0.07
Si -5.078 16.460 13.830 0.24
C -6.880 16.521 13.289 0.09
C -4.826 17.187 15.537 0.07
Sb -4.642 13.938 14.155 1.99
Si -7.265 12.144 18.541 0.00
C -6.829 10.479 19.268 0.00
C -8.859 12.860 19.173 0.00
C -5.887 13.496 18.593 -0.01
Si -7.040 13.500 10.443 0.04
C -6.547 15.140 9.641 0.03
C -7.315 12.237 9.037 0.04
C -8.589 13.663 11.562 0.06
H -3.949 18.196 12.452 0.02
H -3.860 16.584 11.547 0.00
H -2.803 16.991 12.932 0.01
H -7.125 15.876 12.408 -0.02
H -7.295 17.515 13.172 0.01
H -7.515 16.139 14.117 0.01
H -4.971 18.295 15.292 0.02
H -3.854 17.019 15.957 0.01
H -5.623 16.957 16.219 0.00
H -7.662 9.773 19.068 0.00
H -6.617 10.470 20.416 0.00
H -5.889 10.134 18.783 0.00
H -9.159 13.725 18.541 0.00
H -8.734 13.228 20.248 0.00
H -9.675 12.127 19.096 0.00
H -5.080 13.198 17.913 0.01
H -5.463 13.522 19.623 0.00
H -6.259 14.535 18.297 0.00
H -7.503 15.695 9.395 0.00
H -5.989 14.949 8.706 0.00
H -5.918 15.744 10.290 0.00
H -6.420 12.191 8.411 0.00
H -8.042 12.636 8.354 0.01
H -7.731 11.247 9.394 0.00
H -8.296 14.025 12.554 0.01
H -9.072 12.692 11.680 0.01
H -9.325 14.420 11.209 0.01
O -6.248 11.876 15.030 0.01
C -7.302 11.677 15.617 0.10
O -7.460 11.958 16.896 0.03
C -8.508 11.125 15.012 -0.02
C -8.529 10.459 13.756 0.01
C -9.648 9.627 13.489 0.01
C -10.706 9.452 14.352 0.00
C -10.631 10.152 15.603 0.00
C -9.647 11.037 15.854 0.00
N -11.614 10.035 16.658 0.00
O -12.469 9.111 16.451 0.00
O -11.588 10.806 17.649 0.00
H -7.673 10.535 13.091 0.01
H -9.606 9.096 12.546 0.00
H -11.599 8.921 14.012 0.00
H -9.563 11.720 16.694 0.00
```

***

# C13H7F6NO2

C13H7F6NO2 in the gas phase (the ωB97M-V functional and the def2-TZVPD basis, the Open Molecules 2025 dataset).

Structure (SMILES) = O=C1NC(=O)c2cc(C(F)(F)F)c(CCC(F)=C(F)F)cc21
HOMO level = -9.42 eV
Lowest unoccupied orbital energy = -0.03634 Eh
Spin multiplicity = 1
Total charge = 0

Structure (XYZ):
```
29
Properties=species:S:1:pos:R:3:nbo_charge:R:1
O 0.208 2.705 3.131 -0.51
C -0.378 1.673 2.992 0.68
N -1.406 1.086 3.844 -0.66
C -2.063 0.038 3.088 0.67
O -3.155 -0.413 3.306 -0.52
C -1.177 -0.410 1.895 -0.14
C -1.262 -1.545 1.013 -0.13
C -0.250 -1.624 -0.057 -0.18
C -0.292 -2.818 -1.049 0.98
F 0.874 -3.546 -1.077 -0.32
F -1.269 -3.704 -0.629 -0.33
F -0.623 -2.417 -2.315 -0.32
C 0.759 -0.559 -0.153 0.14
C 1.842 -0.573 -1.304 -0.46
C 1.177 0.124 -2.562 -0.46
C 1.125 1.657 -2.288 0.23
F 2.302 2.386 -2.416 -0.33
C 0.012 2.346 -1.917 0.67
F -1.171 2.182 -2.564 -0.30
F -0.040 3.208 -0.859 -0.30
C 0.830 0.560 0.794 -0.21
C -0.160 0.649 1.850 -0.11
H -2.023 1.905 3.963 0.41
H -2.067 -2.294 1.150 0.26
H 2.110 -1.644 -1.468 0.24
H 2.733 -0.018 -0.923 0.23
H 0.101 -0.199 -2.634 0.25
H 1.673 -0.120 -3.534 0.24
H 1.592 1.366 0.723 0.25
```

***

# CH6N4

CH6N4 in the gas phase (the ωB97M-V functional and the def2-TZVPD basis, the Open Molecules 2025 dataset).

ΔE to the lowest compared entry with this formula, charge and spin = 489.7 kJ/mol
HOMO level (alpha / beta) = -8.16 / -8.15 eV
Lowest unoccupied orbital energy (alpha / beta) = 0.01248 / 0.01639 Eh
Spin multiplicity = 1
Total charge = 0

Structure (XYZ):
```
11
Properties=species:S:1:pos:R:3:nbo_charge:R:1
C 1.805 -0.224 -0.181 -0.49
N -0.828 -0.231 -0.293 -0.20
N -2.064 -0.461 0.266 -0.63
N -0.165 0.750 0.550 -0.22
N 1.109 0.809 0.563 -0.21
H -0.728 1.191 -0.355 0.41
H -2.788 -0.524 -0.439 0.36
H -2.293 0.163 1.042 0.36
H 1.370 -1.217 0.002 0.21
H 2.853 -0.197 0.107 0.21
H 1.729 -0.058 -1.265 0.20
```

***

# C6H7N

C6H7N in the gas phase (the ωB97M-V functional and the def2-TZVPD basis, the Open Molecules 2025 dataset).

Structure (SMILES) = C=Cc1cc[nH]c1
ΔE to the lowest compared entry with this formula, charge and spin = 198.3 kJ/mol
HOMO level = -7.71 eV
Lowest unoccupied orbital energy = 0.03791 Eh
Spin multiplicity = 1
Total charge = 0

Structure (XYZ):
```
14
Properties=species:S:1:pos:R:3:nbo_charge:R:1
C -0.244 -0.870 -2.481 -0.39
C 0.315 -1.161 -1.306 -0.19
C 0.139 -0.447 -0.066 -0.15
C 1.002 -0.201 1.034 -0.27
C 0.616 0.971 1.634 -0.10
N -0.669 1.294 1.122 -0.52
C -1.005 0.301 0.245 -0.03
H 0.070 -1.370 -3.386 0.19
H -1.035 -0.164 -2.681 0.19
H 1.108 -1.912 -1.212 0.20
H 1.965 -0.709 0.981 0.22
H 1.168 1.380 2.467 0.22
H -1.123 1.991 1.674 0.42
H -2.031 0.088 -0.019 0.21
```

***

# C3H6AlO3

A molecular structure, C3H6AlO3 (the ωB97M-V functional and the def2-TZVPD basis, the Open Molecules 2025 dataset).

ΔE to the lowest compared entry with this formula, charge and spin = 381.4 kJ/mol
HOMO level = -14.72 eV
Lowest unoccupied orbital energy = -0.25702 Eh
Spin multiplicity = 1
Total charge = +1

Structure (XYZ):
```
13
Properties=species:S:1:pos:R:3:nbo_charge:R:1
O -1.446 -0.622 0.041 -0.41
C -0.709 -0.137 1.154 -0.13
C 0.614 0.499 0.745 -0.13
O 1.343 -0.373 -0.075 -0.50
C 0.932 -0.435 -1.453 -0.53
Al -0.998 0.258 -1.618 1.85
H -0.516 -1.053 1.730 0.24
H 1.194 0.668 1.666 0.26
H 0.490 1.493 0.283 0.18
H 1.115 -1.469 -1.786 0.26
H 1.684 0.152 -2.019 0.23
H -1.286 0.542 1.800 0.24
O -2.419 0.477 -0.469 -0.57
```

***

# C6H8

C6H8 in the gas phase (the ωB97M-V functional and the def2-TZVPD basis, the Open Molecules 2025 dataset).

ΔE to the lowest compared entry with this formula, charge and spin = 352.6 kJ/mol
HOMO level = -7.98 eV
Lowest unoccupied orbital energy = -0.00369 Eh
Spin multiplicity = 1
Total charge = 0

Structure (XYZ):
```
14
Properties=species:S:1:pos:R:3:nbo_charge:R:1
C 2.768 0.484 -0.677 -0.28
C 1.618 0.640 0.001 -0.36
C 0.376 0.169 -0.573 0.07
C -0.546 -0.343 0.408 -0.39
C -1.931 0.340 0.262 -0.35
C -1.783 -1.080 -0.092 -0.38
H 1.653 1.042 1.020 0.19
H 3.733 0.696 -0.222 0.19
H 2.764 0.082 -1.686 0.21
H -0.262 -0.546 1.447 0.20
H -2.402 0.607 1.205 0.22
H -2.025 1.073 -0.530 0.24
H -2.187 -1.827 0.584 0.22
H -1.778 -1.338 -1.146 0.23
```

***

Number 1: total energy -207091.53299 eV, maximum force 3.9 eV/Å. Number 2: total energy -35482.21683 eV, maximum force 3.4 eV/Å. Number 3: total energy -7088.98291 eV, maximum force 0.8 eV/Å. Number 4: total energy -7823.59170 eV, maximum force 3.6 eV/Å. Number 5: total energy -15936.62249 eV, maximum force 2.9 eV/Å. Number 6: total energy -6347.12936 eV, maximum force 0.4 eV/Å.